Below is the ion C7H10N with charge +1 at a distorted geometry, with properties calculated with the ωB97M-V functional and the def2-TZVPD basis.

XYZ file:
```
18
C7H10N | OMol25 | the ωB97M-V functional and the def2-TZVPD basis
C 1.018 0.094 1.673
C -0.449 -0.283 1.629
C 1.448 0.199 0.343
C 0.823 0.259 -2.093
C 0.388 0.240 -0.603
C -0.833 -0.207 0.245
C -2.236 -0.293 -0.189
N 1.976 0.295 -2.608
H 1.318 0.937 2.404
H 1.664 -0.607 2.116
H -0.538 -1.291 2.181
H -1.025 0.427 2.300
H 2.427 0.280 -0.050
H -0.027 0.375 -2.784
H -2.904 0.470 0.173
H -2.591 -1.304 0.207
H -2.440 -0.213 -1.343
H 1.981 0.623 -3.600
```

Summary:
Strongest force on any atom ... 4.78 eV/Å
Net charge ... +1
Electronic energy ... -327.11136 hartree
Energy relative to the best compared isomer or geometry (same formula, charge and spin) ... 235.4 kJ/mol

***

Below is the ion C7H10N with charge +1 at a distorted geometry, with properties calculated with the ωB97M-V functional and the def2-TZVPD basis.

XYZ file:
```
18
C7H10N | OMol25 | the ωB97M-V functional and the def2-TZVPD basis
C -0.455 -0.488 -0.988
C 1.118 -0.605 0.922
C -1.601 0.401 -0.937
C 0.864 -0.159 -0.239
C 1.353 -1.153 2.189
C -2.748 0.859 -0.190
C 1.780 0.676 -1.095
N -0.909 0.488 -1.995
H -0.540 -1.549 -1.188
H 0.966 -2.180 2.235
H 0.962 -0.549 3.009
H 2.439 -1.270 2.307
H -3.649 0.438 -0.644
H -2.837 1.944 -0.268
H -2.706 0.552 0.852
H 1.203 1.488 -1.535
H 2.140 0.044 -1.906
H 2.620 1.063 -0.531
```

Summary:
Strongest force on any atom ... 7.26 eV/Å
Net charge ... +1
Electronic energy ... -326.99218 hartree
Energy relative to the best compared isomer or geometry (same formula, charge and spin) ... 47.1 kJ/mol
Multiplicity ... 3

***

What did the first record say?
Below is the ion C7H10N with charge +1 at a distorted geometry, with properties calculated with the ωB97M-V functional and the def2-TZVPD basis.

XYZ file:
```
18
C7H10N | OMol25 | the ωB97M-V functional and the def2-TZVPD basis
C 1.018 0.094 1.673
C -0.449 -0.283 1.629
C 1.448 0.199 0.343
C 0.823 0.259 -2.093
C 0.388 0.240 -0.603
C -0.833 -0.207 0.245
C -2.236 -0.293 -0.189
N 1.976 0.295 -2.608
H 1.318 0.937 2.404
H 1.664 -0.607 2.116
H -0.538 -1.291 2.181
H -1.025 0.427 2.300
H 2.427 0.280 -0.050
H -0.027 0.375 -2.784
H -2.904 0.470 0.173
H -2.591 -1.304 0.207
H -2.440 -0.213 -1.343
H 1.981 0.623 -3.600
```

Summary:
Strongest force on any atom ... 4.78 eV/Å
Net charge ... +1
Electronic energy ... -327.11136 hartree
Energy relative to the best compared isomer or geometry (same formula, charge and spin) ... 235.4 kJ/mol

***

Question: The highest energy relative to the best compared isomer or geometry (same formula, charge and spin) belongs to which entry?
Answer: number 1